The following is a DFT calculation (ωB97M-V/def2-TZVPD) of 2 unconnected molecules or ions with the total composition C6H8O2S3.

* E_HOMO: -9.320 eV
* SMILES: S=C1CCC(=S)O1.O=CCS
* ΔE to the lowest compared entry with this formula, charge and spin: 0.0 kJ/mol
* Kohn-Sham gap: 8.594 eV

Structure (ORCA input):
```
! wB97M-V def2-TZVPD RIJCOSX def2/J DEFGRID3
* xyz 0 1
C 1.887 -0.482 0.331
C 2.804 -0.042 1.455
C -1.871 1.365 0.108
C -0.958 0.607 -0.825
C -1.376 -0.851 -0.649
C -2.673 -0.768 0.119
H 2.313 1.163 -1.344
H 0.915 0.011 0.437
H 1.724 -1.559 0.415
H 3.283 0.950 1.316
H -1.130 0.970 -1.844
H 0.086 0.813 -0.580
H -1.526 -1.397 -1.582
H -0.660 -1.421 -0.047
O 3.009 -0.706 2.439
O -2.846 0.517 0.556
S 2.581 -0.152 -1.314
S -1.823 2.909 0.554
S -3.738 -1.926 0.456
*
```